No. 1
ORCA calculation (ωB97M-V/def2-TZVPD) on a structure of composition C12H28N6O10Zn at a distorted geometry.

```
57
Properties=species:S:1:pos:R:3:forces:R:3
Zn -1.57170 -11.87208 12.15323 -0.5 0.4 0.8
N -4.25571 -12.15151 10.44989 -1.0 -1.7 -0.5
O -3.74518 -12.02333 11.59916 0.6 0.1 0.8
O -5.29410 -12.81654 10.32788 0.2 0.5 0.5
O -3.68238 -11.71666 9.45948 0.8 0.6 -0.6
N 1.39693 -11.43704 13.12238 -0.6 -0.3 0.2
O 2.12400 -11.03023 13.98800 0.5 0.6 1.0
O 1.88699 -11.99044 12.11766 -0.7 -0.2 -0.6
O 0.12506 -11.29902 13.27894 0.8 -0.4 -0.7
C 0.25671 -15.29170 10.17325 -1.3 0.7 -0.6
C -0.71284 -14.12015 10.37249 0.1 -0.3 0.4
O -0.99973 -13.79188 11.55107 0.1 0.0 -0.7
N -1.29804 -13.52081 9.34317 0.2 0.3 -0.7
C -0.77115 -13.47939 7.95939 -1.2 0.1 0.4
H 1.06684 -15.11705 10.82214 0.9 0.0 1.0
H 0.65737 -15.43746 9.17611 -0.3 0.2 -0.2
H -0.30344 -16.18152 10.45896 0.2 -0.1 0.1
H -2.04521 -12.84352 9.57564 0.4 -0.2 -0.3
H 0.30166 -13.51904 7.90809 0.4 -0.1 0.2
H -1.08948 -12.53321 7.53495 0.0 0.2 0.0
H -1.21229 -14.23824 7.31707 0.0 -0.3 0.1
C -2.67537 -14.58141 15.59787 0.9 0.4 1.7
C -2.89322 -13.80373 14.36583 -1.0 0.1 -1.4
O -2.11862 -12.91018 13.98884 0.1 -0.3 0.3
N -3.94979 -14.16859 13.64191 -1.1 0.8 -2.3
C -5.11295 -14.85471 14.12516 0.2 -1.0 1.2
H -3.46661 -14.56569 16.37042 0.1 0.5 -0.6
H -1.78857 -14.05179 15.97762 -0.1 -0.9 0.5
H -2.53314 -15.65442 15.43042 0.4 0.3 -0.3
H -4.14322 -13.67644 12.74044 0.7 0.0 1.0
H -4.78881 -15.68174 14.75876 -0.1 0.2 0.4
H -5.66033 -15.39786 13.36850 -0.1 0.5 -0.7
H -5.78275 -14.18947 14.68540 0.0 -0.2 -0.1
C -0.81372 -9.56995 8.60465 0.7 -0.1 -0.9
C -0.50373 -10.44008 9.78348 -0.8 0.3 1.0
O -1.34078 -10.45895 10.71334 0.3 -0.5 -0.3
N 0.63480 -11.11789 9.86982 0.4 0.3 -0.7
C 1.69056 -11.00456 8.88374 1.1 0.4 -0.3
H -1.86221 -9.35814 8.51841 -0.6 -0.2 0.4
H -0.52825 -10.08458 7.65371 0.2 0.8 0.7
H -0.32937 -8.58420 8.76219 0.1 -0.6 -0.4
H 0.90863 -11.56514 10.76630 -0.1 0.2 -0.2
H 1.65732 -11.79040 8.14016 -0.2 -0.4 -0.2
H 2.69043 -11.09266 9.35689 -0.7 0.1 0.0
H 1.68656 -10.05795 8.30738 -0.2 -0.4 0.6
C -3.76667 -10.27112 15.00647 -0.3 1.3 1.2
C -2.45865 -9.78106 14.47191 -0.1 -0.1 0.5
O -2.13242 -9.97794 13.30724 0.1 0.1 0.0
N -1.70908 -9.07619 15.34995 0.3 0.2 -0.7
C -0.40322 -8.56501 14.86316 0.4 0.6 1.4
H -4.38599 -10.58061 14.19279 -0.4 -0.4 -0.3
H -4.24135 -9.44836 15.58106 -0.1 0.0 -0.7
H -3.67392 -10.97433 15.81779 0.3 -0.9 -0.2
H -2.07394 -8.98942 16.29994 0.6 0.2 -0.7
H 0.26190 -9.40529 14.67931 0.1 0.1 0.1
H 0.08249 -7.83487 15.57583 -0.8 -1.0 -0.4
H -0.51817 -8.01593 13.93919 -0.4 0.0 -0.3
```
Forces are in eV/Å.

- M: 481.78 g/mol
- E_LUMO: 0.5 eV

No. 2
ORCA calculation (ωB97M-V/def2-TZVPD) on a cluster of 5 separate species, C12H28NO16S4 in total at a distorted geometry.

```
61
Properties=species:S:1:pos:R:3:forces:R:3
C -0.81582 1.59960 0.32418 -0.4 -0.1 0.4
C -1.72214 2.92829 0.14872 1.1 -0.7 -0.8
C -0.98904 3.79265 -0.99117 -0.3 -0.4 0.4
C -3.17125 2.41810 -0.25630 1.5 -1.1 0.9
N -4.03231 3.44947 -0.94555 -1.3 0.0 -0.5
H -1.07140 0.81320 -0.46937 0.5 1.2 0.9
H -1.00615 1.11460 1.33423 0.3 0.6 -1.2
H 0.29203 1.87097 0.26062 -1.6 -0.3 0.1
H -1.67489 3.48401 1.13656 -0.5 -0.5 -1.2
H -1.65025 4.57574 -1.47618 0.8 -0.7 0.6
H -0.12166 4.31566 -0.46193 -1.1 -0.7 -1.0
H -0.61583 3.08763 -1.81332 -0.4 1.1 1.2
H -3.02220 1.56743 -1.00555 -0.5 1.1 1.1
H -3.73917 2.06550 0.67221 0.8 0.4 -1.4
H -5.02931 3.17735 -0.82198 0.7 0.2 -0.1
H -3.89603 3.48100 -1.97537 0.3 0.1 0.8
H -3.94844 4.40710 -0.57387 0.3 -0.4 -0.1
C -1.19816 -3.29983 1.96797 0.5 -0.6 0.2
C -2.14152 -3.63461 3.10882 -0.4 -0.3 -0.5
O -2.11683 -2.48223 3.95629 0.5 0.8 -0.4
S -1.89084 -1.16360 3.04890 0.0 -1.0 0.1
O -3.16441 -0.56529 2.79832 0.6 0.2 0.0
O -0.78755 -0.43329 3.57925 -0.6 0.1 -0.2
O -1.41288 -1.91151 1.69737 -0.6 0.5 0.5
H -0.15474 -3.43138 2.26526 -0.1 -0.1 -0.1
H -1.39832 -3.89655 1.07864 0.0 0.3 0.0
H -1.83251 -4.52341 3.65702 0.0 0.3 0.2
H -3.16569 -3.76794 2.74935 0.1 -0.1 0.0
C 3.72284 -1.52080 0.25124 0.1 0.5 -0.2
C 2.25727 -1.16265 0.44210 0.1 -0.1 0.6
O 1.56554 -1.88373 -0.57744 0.4 -0.1 0.0
S 2.35203 -3.28098 -0.86528 0.2 0.7 -0.4
O 1.70516 -4.31825 -0.12431 0.3 0.2 -0.4
O 2.61343 -3.37743 -2.26897 -2.6 3.8 5.3
O 3.73039 -2.90455 -0.10551 -0.8 -0.2 0.1
H 4.16469 -0.95423 -0.57280 0.0 0.0 0.1
H 4.30759 -1.35850 1.15648 0.0 -0.3 -0.1
H 2.07449 -0.09268 0.34813 -0.1 -0.1 -0.2
H 1.88910 -1.51008 1.41220 0.1 0.1 0.0
C 5.17529 -7.32999 -4.39376 0.4 -0.3 0.2
C 4.24385 -7.68100 -3.24496 -0.4 -0.2 -0.4
O 4.27340 -6.54152 -2.38383 0.5 0.5 -0.3
S 4.48464 -5.20624 -3.27664 -0.4 -0.5 -0.8
O 3.20968 -4.60848 -3.49746 3.2 -4.2 -3.9
O 5.59144 -4.48053 -2.74614 -0.6 -0.1 0.0
O 4.95450 -5.94264 -4.64656 -0.3 0.0 0.5
H 6.22234 -7.46228 -4.10765 -0.1 -0.1 0.0
H 4.96750 -7.91765 -5.28782 -0.1 0.2 0.0
H 4.56215 -8.57520 -2.71042 0.0 0.2 0.2
H 3.21626 -7.81361 -3.59511 0.1 -0.1 0.0
C -3.18646 7.53878 2.15520 -0.4 0.4 -0.2
C -3.18240 6.58295 0.97395 -0.1 -0.3 0.2
O -1.84701 6.61638 0.47436 0.1 0.3 0.3
S -0.82483 6.86932 1.71423 0.1 0.4 0.4
O -0.30732 5.60652 2.12980 -0.1 0.5 -0.2
O 0.00474 7.97622 1.39120 -0.2 -0.7 0.0
O -1.92710 7.34636 2.79881 0.3 -0.7 -0.6
H -3.24376 8.57798 1.82149 -0.1 -0.1 0.0
H -4.00296 7.33563 2.84795 0.2 0.0 0.1
H -3.89098 6.87723 0.19860 0.2 0.2 -0.1
H -3.39822 5.55696 1.29581 -0.1 0.0 0.2
```
Forces are in eV/Å.

- Charge: +1
- M: 570.62 g/mol
- E_LUMO: -3.6 eV

| no. | frontier orbital gap (eV) |
| --- | --- |
| 1 | 9.61 |
| 2 | 7.59 |